# 1
Density functional theory data (ωB97M-V with the def2-TZVPD basis set) for one molecule with the formula C20H24N2O3S in a non-equilibrium geometry.

LUMO energy in eV: 0.54
Energy in hartree: -1509.96022
SMILES string: Cc1ccc(C(=O)NCCc2ccc(S(=O)(=O)N3CCCC3)cc2)cc1
Multiplicity: 1
Relative energy (zero: lowest compared OMol25 entry of this formula, charge and spin) in eV: 1.511

Element x y z (Å)
C (-2.93485, -0.06352, 3.30922)
C (-2.62420, 0.53019, 1.97048)
C (-3.30953, 0.10159, 0.83795)
C (-3.02526, 0.63520, -0.40213)
C (-2.03390, 1.60207, -0.54753)
C (-1.35246, 2.04141, 0.58228)
C (-1.65140, 1.51178, 1.82450)
H (-1.12252, 1.87087, 2.69611)
H (-0.60914, 2.82199, 0.50563)
C (-1.75585, 2.11018, -1.92092)
O (-2.59877, 2.14519, -2.79513)
N (-0.47507, 2.53047, -2.12025)
H (0.21107, 2.26850, -1.43010)
C (0.02884, 2.76870, -3.45427)
H (0.97406, 3.30619, -3.36166)
H (-0.69525, 3.39546, -3.97849)
C (0.22783, 1.45126, -4.24145)
C (0.77562, 0.40348, -3.31762)
C (2.11503, 0.41507, -2.93904)
C (2.57617, -0.45508, -1.96681)
C (1.69539, -1.34134, -1.37843)
C (0.36945, -1.39068, -1.76022)
C (-0.08748, -0.51768, -2.73118)
H (-1.12515, -0.53776, -3.02898)
H (-0.28497, -2.10952, -1.29413)
S (2.24674, -2.34393, -0.00820)
O (3.67849, -2.43056, -0.02482)
O (1.48405, -3.56208, 0.02221)
N (1.79107, -1.31263, 1.24166)
C (2.74235, -1.12634, 2.32632)
H (2.83360, -0.05287, 2.52811)
H (3.70997, -1.51854, 2.01907)
C (2.12356, -1.85153, 3.51911)
H (2.30011, -2.92382, 3.42931)
H (2.51385, -1.50168, 4.47242)
C (0.63959, -1.54189, 3.32879)
H (-0.00899, -2.26111, 3.82418)
H (0.41555, -0.54495, 3.70988)
C (0.46968, -1.57122, 1.80424)
H (-0.23314, -0.81172, 1.44937)
H (0.13408, -2.55326, 1.46094)
H (3.60676, -0.46220, -1.64972)
H (2.79437, 1.11670, -3.40107)
H (-0.73877, 1.12986, -4.62800)
H (0.90117, 1.63638, -5.07837)
H (-3.56577, 0.31524, -1.28016)
H (-4.07579, -0.65353, 0.93642)
H (-2.42358, 0.47226, 4.10470)
H (-2.62033, -1.10649, 3.33679)
H (-4.00631, -0.03412, 3.49899)



# 2
Density functional theory data (ωB97M-V with the def2-TZVPD basis set) for one molecule with the formula C20H24N2O6S2 in a non-equilibrium geometry.

LUMO energy in eV: 0.41
Energy in hartree: -2133.80807
SMILES string: O=C(c1ccc(S(=O)(=O)N2CCCC2)cc1)N(Cc1ccco1)[C@@H]1CCS(=O)(=O)C1
Multiplicity: 1
Relative energy (zero: lowest compared OMol25 entry of this formula, charge and spin) in eV: 2.869

Element x y z (Å)
O (1.00917, -1.68422, 2.68286)
C (1.36819, -1.19806, 1.62793)
N (2.66299, -1.08143, 1.22927)
C (2.98333, -0.72592, -0.15303)
C (2.19010, -1.49562, -1.16116)
C (2.03014, -2.83518, -1.36930)
C (1.16634, -2.95856, -2.48462)
C (0.87587, -1.68830, -2.87533)
O (1.49558, -0.79953, -2.08481)
H (0.26440, -1.29684, -3.66362)
H (0.81847, -3.86716, -2.93028)
H (2.46321, -3.63034, -0.79755)
H (4.04411, -0.94748, -0.30574)
H (2.81626, 0.34029, -0.33619)
C (3.83693, -1.24993, 2.08469)
C (4.62565, 0.05307, 2.14322)
H (5.59227, -0.07416, 2.62015)
H (4.72978, 0.57834, 1.20244)
S (3.57192, 1.03926, 3.26423)
O (2.50248, 1.61410, 2.49326)
O (4.36791, 1.94043, 4.04993)
C (2.98647, -0.36540, 4.26388)
C (3.55278, -1.58644, 3.55962)
H (2.86640, -2.42715, 3.63702)
H (4.50814, -1.86969, 4.00690)
H (1.90137, -0.35842, 4.25306)
H (3.36439, -0.23262, 5.27114)
H (4.44433, -2.05953, 1.65318)
C (0.34610, -0.69735, 0.65337)
C (-0.58447, -1.58293, 0.12156)
C (-1.53295, -1.12368, -0.77512)
C (-1.55896, 0.21837, -1.09973)
C (-0.68740, 1.12022, -0.51980)
C (0.26969, 0.66403, 0.36908)
H (0.95161, 1.34712, 0.85494)
H (-0.76309, 2.16221, -0.78478)
S (-2.70706, 0.81051, -2.33602)
O (-1.96666, 1.43947, -3.39148)
O (-3.58893, -0.26864, -2.69699)
N (-3.48198, 2.02381, -1.46202)
C (-4.08139, 3.07928, -2.26626)
H (-3.60974, 3.06511, -3.24815)
H (-3.86403, 4.03825, -1.78711)
C (-5.60006, 2.80817, -2.31189)
H (-6.14301, 3.64042, -1.86387)
H (-5.95216, 2.67900, -3.33300)
C (-5.78750, 1.52968, -1.48542)
H (-6.70379, 1.53713, -0.89879)
H (-5.78141, 0.65435, -2.13417)
C (-4.53163, 1.49516, -0.61206)
H (-4.26067, 0.49216, -0.28546)
H (-4.63163, 2.14829, 0.26008)
H (-2.24758, -1.78611, -1.23779)
H (-0.54026, -2.62754, 0.38973)



# 3
Density functional theory data (ωB97M-V with the def2-TZVPD basis set) for one molecule with the formula C20H24N4O5 in a non-equilibrium geometry.

LUMO energy in eV: 0.60
Energy in hartree: -1371.80434
SMILES string: COc1cccc(Cn2c(OC[C@H]3CCCO3)nc3c2c(=O)n(C)c(=O)n3C)c1
Multiplicity: 1
Relative energy (zero: lowest compared OMol25 entry of this formula, charge and spin) in eV: 0.972

Element x y z (Å)
C (-4.07396, -1.96126, 1.06407)
H (-4.95162, -2.16455, 1.67550)
O (-3.15160, -2.97993, 1.37756)
C (-1.94427, -2.98159, 0.75242)
C (-1.50578, -1.99724, -0.12543)
C (-0.24827, -2.09409, -0.70829)
C (0.57716, -3.16922, -0.41902)
C (0.13863, -4.15116, 0.45544)
C (-1.10756, -4.06232, 1.03914)
H (-1.46203, -4.81655, 1.72370)
H (0.77651, -4.99182, 0.68317)
H (1.55302, -3.23242, -0.87538)
C (0.25585, -0.98092, -1.59388)
N (0.95446, -0.00596, -0.78294)
C (0.40491, 0.94972, -0.00640)
N (1.27561, 1.59964, 0.74351)
C (2.46431, 1.01899, 0.44836)
C (2.30813, 0.01333, -0.48837)
C (3.40256, -0.75423, -0.98451)
O (3.36271, -1.64715, -1.81245)
N (4.60498, -0.35422, -0.38797)
C (4.79586, 0.64666, 0.55101)
O (5.89931, 0.89871, 0.98531)
N (3.67688, 1.34164, 0.96559)
C (3.79907, 2.40184, 1.94083)
H (4.84411, 2.45835, 2.23866)
H (3.16833, 2.18144, 2.80141)
H (3.47972, 3.34660, 1.50099)
C (5.81492, -1.05326, -0.78935)
H (5.53053, -1.80531, -1.52148)
H (6.27672, -1.52099, 0.07958)
H (6.52348, -0.34793, -1.22257)
O (-0.89977, 1.18227, -0.07582)
C (-1.41208, 2.07146, 0.90937)
C (-2.82782, 2.49436, 0.50318)
C (-2.86299, 3.21767, -0.85506)
H (-2.91663, 4.29713, -0.73796)
C (-4.09875, 2.62466, -1.52842)
H (-4.04050, 2.63182, -2.61383)
C (-4.09331, 1.21359, -0.94786)
H (-5.07182, 0.73106, -0.94246)
O (-3.68425, 1.36585, 0.39864)
H (-3.37914, 0.58072, -1.49404)
H (-4.99785, 3.15433, -1.21242)
H (-1.96771, 2.96518, -1.42353)
H (-3.22186, 3.12822, 1.30900)
H (-0.75965, 2.94550, 0.99500)
H (-1.43872, 1.55295, 1.87374)
H (0.97101, -1.36420, -2.32398)
H (-0.56946, -0.47340, -2.09908)
H (-2.12489, -1.14413, -0.35106)
H (-3.69083, -0.96472, 1.30190)
H (-4.35566, -1.99512, 0.00647)